DFT (ωB97M-V/def2-TZVPD) results for a 10-piece molecular cluster, C29H59IN2O11 overall at a distorted geometry.

Calculated values
Calculated total energy: -2375.1109 Ha
Frontier orbital gap: 8.5 eV
E_HOMO: -8.9 eV
SMILES: NCN(I)C(=O)O.CC(C)=O.CC(C)=O.CC(C)=O.CC(C)=O.CC(C)=O.CC(C)=O.CC(C)=O.CC(C)=O.CC(C)=O

```
! RIJCOSX wB97M-V def2-TZVPD def2/J DEFGRID3
* xyz 0 1
N 0.396 -1.559 2.307
C 1.748 -0.895 2.454
N 2.829 -1.432 1.543
I 2.633 -0.796 -0.408
C 3.018 -2.927 1.664
O 4.169 -3.339 2.262
O 2.112 -3.974 1.169
H 0.059 -1.803 3.286
H -0.343 -0.893 1.955
H 1.617 0.256 2.204
H 2.080 -1.017 3.570
H 1.228 -3.611 0.870
C 0.060 3.053 3.447
C -0.866 1.923 3.085
O -0.548 1.080 2.248
C -2.196 1.863 3.787
H 0.982 2.969 2.862
H -0.415 4.010 3.216
H 0.313 3.001 4.509
H -2.771 2.767 3.571
H -2.043 1.757 4.864
H -2.759 0.995 3.426
C 6.135 0.901 -4.967
C 5.542 0.673 -3.602
O 4.807 1.509 -3.078
C 5.884 -0.615 -2.903
H 5.803 1.871 -5.350
H 7.226 0.906 -4.902
H 5.799 0.120 -5.653
H 6.964 -0.678 -2.746
H 5.536 -1.464 -3.497
H 5.386 -0.642 -1.928
C -4.126 4.021 -0.956
C -3.326 4.139 0.314
O -3.819 3.868 1.407
C -1.898 4.602 0.194
H -5.137 3.676 -0.716
H -4.195 4.996 -1.443
H -3.657 3.294 -1.624
H -1.868 5.604 -0.243
H -1.331 3.901 -0.423
H -1.444 4.640 1.190
C 2.248 -8.912 -0.183
C 3.392 -8.268 0.554
O 4.465 -8.851 0.700
C 3.172 -6.885 1.106
H 2.550 -9.907 -0.524
H 1.388 -9.016 0.484
H 1.982 -8.308 -1.055
H 2.353 -6.900 1.830
H 2.947 -6.192 0.292
H 4.082 -6.548 1.613
C 4.698 -2.763 5.107
C 4.105 -2.991 6.472
O 3.370 -2.156 6.996
C 4.447 -4.279 7.171
H 4.366 -1.793 4.724
H 5.789 -2.758 5.172
H 4.361 -3.544 4.421
H 5.527 -4.342 7.328
H 4.099 -5.128 6.577
H 3.949 -4.306 8.146
C -6.180 0.211 -3.426
C -5.011 1.118 -3.702
O -4.898 2.203 -3.134
C -3.987 0.647 -4.698
H -6.838 0.680 -2.687
H -6.748 0.047 -4.346
H -5.825 -0.741 -3.024
H -4.457 0.502 -5.674
H -3.533 -0.286 -4.352
H -3.201 1.403 -4.796
C 0.820 4.208 -2.924
C -0.113 5.357 -3.197
O -1.091 5.569 -2.482
C 0.198 6.238 -4.378
H 0.472 3.660 -2.042
H 0.830 3.527 -3.779
H 1.827 4.585 -2.727
H 0.180 5.647 -5.297
H 1.177 6.706 -4.245
H -0.560 7.025 -4.452
C -4.331 -0.292 -9.868
C -3.531 -0.174 -8.598
O -4.025 -0.445 -7.505
C -2.104 0.290 -8.718
H -5.343 -0.637 -9.629
H -4.400 0.684 -10.356
H -3.863 -1.019 -10.536
H -2.074 1.291 -9.155
H -1.536 -0.412 -9.335
H -1.650 0.328 -7.722
C -2.066 0.556 8.399
C -3.271 1.158 7.727
O -3.198 1.641 6.598
C -4.569 1.147 8.490
H -1.201 0.634 7.731
H -1.846 1.098 9.322
H -2.249 -0.501 8.612
H -4.460 1.715 9.417
H -4.863 0.117 8.707
H -5.351 1.614 7.882
*
```

DFT (ωB97M-V/def2-TZVPD) results for an isolated molecule of C3H3NO2P2 at a distorted geometry.

Calculated values
Calculated total energy: -1003.9580 Ha
Frontier orbital gap: 7.5 eV
E_HOMO: -8.2 eV
ΔE to the lowest compared entry with this formula, charge and spin: 78.06 kJ/mol
SMILES: CC(=C=O)OP1#P=N1

```
! RIJCOSX wB97M-V def2-TZVPD def2/J DEFGRID3
* xyz 0 1
C 1.427 0.435 -0.420
C 1.685 1.721 -0.663
C 0.319 -0.224 0.304
N 3.915 0.624 0.431
O 2.237 -0.419 -1.163
O 1.982 2.839 -0.653
P 3.899 -0.698 1.227
P 3.908 -0.553 -0.922
H -0.590 -0.146 -0.223
H 0.171 0.348 1.335
H 0.608 -1.175 0.556
*
```

DFT (ωB97M-V/def2-TZVPD) results for an isolated molecule of C5H7NO3 at a distorted geometry.

Calculated values
Calculated total energy: -475.0523 Ha
Frontier orbital gap (alpha / beta): 7.0 / 8.7 eV
E_HOMO (alpha / beta): -8.6 / -9.7 eV
ΔE to the lowest compared entry with this formula, charge and spin: 516.49 kJ/mol

```
! RIJCOSX wB97M-V def2-TZVPD def2/J DEFGRID3
* xyz 0 1
C -1.152 -1.463 -0.945
O -0.602 -0.133 -0.805
C -1.401 0.974 -0.189
N -2.564 1.181 -0.230
H -0.301 -2.124 -1.111
H -1.823 -1.497 -1.801
H -1.681 -1.744 -0.033
C 1.365 -0.353 1.046
C 0.953 0.741 0.129
C -0.054 1.694 0.532
O 2.373 -1.151 0.603
O 0.814 -0.588 2.087
H 2.709 -0.858 -0.253
H 1.553 0.929 -0.753
H 0.064 2.694 0.124
H -0.253 1.699 1.599
*
```

DFT (ωB97M-V/def2-TZVPD) results for C14H21I2NO3S3TbTl as an isolated structure at a distorted geometry.

Calculated values
Calculated total energy: -3611.6610 Ha
Frontier orbital gap (alpha / beta): 5.9 / 4.7 eV
E_HOMO (alpha / beta): -21.3 / -21.3 eV

```
! RIJCOSX wB97M-V def2-TZVPD def2/J DEFGRID3
* xyz 4 7
I 3.341 2.048 0.155
I -3.832 0.456 -3.162
Tl -2.517 -0.298 -0.721
Tb 1.158 0.296 0.564
S -0.817 2.001 -0.215
S 0.220 -0.450 -1.832
C 0.455 0.689 3.021
C -1.549 3.372 0.739
C 0.894 -1.975 -2.581
C -2.841 3.748 0.022
C -1.834 2.918 2.161
C -0.610 4.567 0.717
C 0.328 -2.098 -3.995
C 0.438 -3.161 -1.738
C 2.409 -1.850 -2.659
C -3.743 0.004 1.693
C -2.653 -2.909 0.025
O 0.059 0.765 4.106
O -4.700 0.168 2.287
O -2.927 -4.009 -0.077
H -3.543 2.911 -0.014
H -2.615 4.063 -1.000
H -3.322 4.587 0.541
H -2.211 1.887 2.220
H -2.604 3.582 2.595
H -0.950 3.013 2.807
H 0.375 4.340 1.141
H -1.056 5.390 1.298
H -0.478 4.927 -0.309
H 0.710 -3.037 -4.427
H 0.665 -1.270 -4.623
H -0.768 -2.129 -3.989
H 1.150 -3.989 -1.852
H -0.547 -3.521 -2.071
H 0.360 -2.928 -0.670
H 2.811 -2.739 -3.170
H 2.878 -1.783 -1.670
H 2.676 -0.970 -3.256
S 3.734 -3.592 2.130
C 3.947 -2.102 3.079
C 3.095 -1.115 2.633
N 2.310 -1.521 1.544
C 2.557 -2.820 1.167
H 4.629 -2.011 3.916
H 2.961 -0.115 3.041
H 1.960 -3.339 0.427
*
```